[1]
Formula: C20H23N5O
Source: the OMol25 dataset
Level of theory: ωB97M-V/def2-TZVPD

Last column: Mulliken charge in e.
Geometry (Å):
O1 4.2844 -2.7128 0.1366  -0.680
N1 3.8714 1.4024 0.8742  -0.946
N2 -1.5931 -0.6008 0.5145  0.843
N3 2.7495 -1.0494 0.3162  -0.016
N4 -1.4239 -1.5890 1.4020  -1.132
N5 4.9453 0.6131 0.8679  0.638
C1 -4.1826 -1.8308 0.0442  -1.567
C2 5.9995 1.2196 0.2925  0.028
C3 -4.9691 1.8430 0.4798  -0.856
C4 1.1320 0.4843 -1.8328  -0.621
C5 -4.0137 -0.3627 0.2808  0.766
C6 4.8712 -0.7252 1.3809  -0.774
C7 -0.2328 -2.1005 1.1688  -0.779
C8 1.7247 -1.6196 -0.5418  -0.500
C9 -2.7573 0.1992 0.5078  -0.285
C10 -0.3509 0.4452 -1.4492  -0.493
C11 -0.5141 -0.4720 -0.2916  0.188
C12 1.7163 -0.9272 -1.9155  -0.950
C13 5.5841 2.4763 -0.0876  -0.837
C14 4.2424 2.5336 0.3006  -0.262
C15 3.9413 -1.6178 0.5253  0.724
C16 -6.4957 -0.0821 0.0230  -1.437
C17 -5.1298 0.4816 0.2673  1.157
C18 0.3896 -1.4419 0.0972  0.219
C19 -2.6111 1.5629 0.7357  -0.301
C20 -3.7190 2.3857 0.7170  -0.954
H1 1.9803 -2.6790 -0.6547  0.533
H2 2.6233 -0.0906 0.6307  0.458
H3 -0.9417 0.0664 -2.2910  0.222
H4 -6.7551 -0.8039 0.7966  0.316
H5 -4.8807 -2.2492 0.7671  0.347
H6 1.1194 -1.5270 -2.6053  0.413
H7 -6.5343 -0.5977 -0.9357  0.314
H8 -1.6304 1.9643 0.9433  0.604
H9 6.9482 0.7317 0.1964  0.375
H10 -7.2430 0.7071 0.0225  0.393
H11 1.6849 1.0639 -1.0904  0.124
H12 6.1596 3.2382 -0.5706  0.404
H13 -5.8365 2.4869 0.4663  0.352
H14 3.5432 3.3386 0.1901  0.483
H15 2.7379 -0.8873 -2.2971  0.411
H16 5.8681 -1.1674 1.3900  0.276
H17 1.2456 0.9843 -2.7961  0.398
H18 0.1344 -2.9150 1.7602  0.565
H19 -3.2398 -2.3581 0.1444  0.357
H20 -4.5872 -2.0102 -0.9521  0.375
H21 -0.7168 1.4482 -1.2230  0.474
H22 -3.6104 3.4450 0.8939  0.384
H23 4.4722 -0.7044 2.4005  0.249

## Properties
Spin multiplicity: 1
Structure (SMILES): Cc1cccc(-n2ncc3c2CCC[C@H]3NC(=O)Cn2cccn2)c1C
M (u): 349.4
Energy above the lowest of the compared OMol25 structures with the same formula, charge and spin (kcal/mol): 34.45
E (eV): -30611.8281
Highest occupied orbital energy (eV): -8.692



[2]
Formula: C20H23N5O3
Source: the OMol25 dataset
Level of theory: ωB97M-V/def2-TZVPD

Last column: Mulliken charge in e.
Geometry (Å):
O1 5.5138 2.0443 0.5246  -0.395
O2 -1.1472 -2.0763 2.0823  -0.787
O3 -5.9926 2.7988 -0.5737  -0.449
N1 -2.6062 -2.4307 0.3695  -0.159
N2 0.7437 -2.8341 -1.9094  -1.159
N3 -0.4106 -2.7367 -1.3857  -0.262
N4 1.6821 -2.4411 1.4606  -0.459
N5 1.6776 -2.7185 -0.9425  0.890
C1 -3.8133 -2.1463 1.1125  -1.114
C2 -5.5452 1.5677 -0.1962  0.868
C3 -0.2903 -2.5451 -0.0505  0.291
C4 3.0881 -2.7553 -1.2267  -1.091
C5 -4.4403 -0.8511 0.6666  0.375
C6 5.3567 -0.2815 0.5439  -0.503
C7 -1.3728 -2.3267 0.9023  0.156
C8 4.7887 -1.4678 0.1309  -0.456
C9 3.7479 -1.4716 -0.7915  0.189
C10 1.0746 -2.5240 0.2522  0.753
C11 -5.6706 -0.8197 0.0330  -0.941
C12 -4.3003 1.5408 0.4364  -0.657
C13 5.9715 4.3578 0.7604  -1.427
C14 -6.2289 0.3747 -0.3943  -0.277
C15 3.8451 0.9391 -0.8705  -0.400
C16 -3.7598 0.3480 0.8606  -0.207
C17 3.2870 -0.2579 -1.2815  -0.528
C18 5.1028 3.3196 0.0685  -0.265
C19 4.8905 0.9391 0.0495  0.747
C20 -7.2428 2.8930 -1.2102  -0.837
H1 -4.5186 -2.9746 0.9907  0.397
H2 5.1620 -2.4028 0.5243  0.323
H3 -8.0509 2.5303 -0.5665  0.336
H4 2.4753 -0.2480 -1.9946  0.438
H5 2.5996 -2.0241 1.4978  0.211
H6 -7.3924 3.9528 -1.4112  0.238
H7 -2.7986 0.3348 1.3527  0.439
H8 3.4591 1.8616 -1.2737  0.383
H9 -7.2561 2.3411 -2.1559  0.337
H10 3.1750 -2.8975 -2.3075  0.399
H11 5.2255 3.3867 -1.0213  0.362
H12 -3.7818 2.4749 0.5843  0.422
H13 5.8509 4.2840 1.8376  0.328
H14 7.0167 4.1887 0.5168  0.331
H15 5.6853 5.3541 0.4361  0.416
H16 6.1665 -0.2697 1.2558  0.423
H17 -7.1920 0.3578 -0.8798  0.371
H18 3.5409 -3.6118 -0.7156  0.346
H19 1.0294 -2.1727 2.1890  0.288
H20 4.0449 3.4846 0.3151  0.363
H21 -2.6654 -2.5674 -0.6284  0.301
H22 -6.2140 -1.7398 -0.1295  0.289
H23 -3.5109 -2.0814 2.1624  0.361

## Properties
Spin multiplicity: 1
Structure (SMILES): CCOc1ccc(Cn2nnc(C(=O)NCc3ccc(OC)cc3)c2N)cc1
M (u): 381.4
Energy above the lowest of the compared OMol25 structures with the same formula, charge and spin (kcal/mol): 58.25
E (eV): -34706.2302
Highest occupied orbital energy (eV): -8.263



[3]
Formula: C20H23N5O3S2Ti
Source: the OMol25 dataset
Level of theory: ωB97M-V/def2-TZVPD

Last column: Löwdin spin population.
Geometry (Å):
Ti1 -0.0378 -0.1139 0.8012  0.951
S1 0.8062 -1.2874 -1.2392  -0.008
S2 -1.0516 3.2051 0.7425  0.002
O1 2.6477 2.7604 -0.5122  0.000
O2 1.6880 -1.0545 1.7080  0.009
O3 -0.9730 1.7033 0.9112  0.012
N1 -0.6674 -0.7552 -3.4577  -0.002
N2 -1.9013 -0.9292 -1.6035  0.001
N3 -1.8807 -0.8966 -0.2814  -0.003
N4 -1.3398 -0.9664 2.1646  0.004
N5 1.8901 0.9249 0.6965  -0.001
C1 4.1391 1.0297 0.2808  0.001
C2 -0.6893 -0.9385 -2.1297  0.002
C3 -2.8746 -1.2526 0.3885  0.002
C4 4.8712 -1.1726 0.9504  0.001
C5 -1.8754 -0.7376 -4.2429  0.000
C6 2.8165 1.7279 0.1128  0.001
C7 -3.1778 -1.6205 4.0993  0.003
C8 -1.8357 -1.5368 4.4706  0.000
C9 -3.5892 -1.4779 2.7899  -0.001
C10 -4.0475 -1.8387 -0.3241  0.000
C11 3.8970 -0.1807 0.9056  0.000
C12 -0.8596 3.4739 -1.0463  0.001
C13 6.3392 0.4464 -0.1096  0.001
C14 0.4459 3.9650 1.4531  0.000
C15 6.1257 -0.7965 0.4138  0.000
C16 2.4441 -0.1547 1.2575  0.011
C17 -0.9443 -1.1626 3.4606  0.006
C18 -2.4330 -2.1138 -4.5258  0.000
C19 5.3671 1.3974 -0.1847  0.000
C20 -2.6235 -1.2298 1.8378  0.004
H1 0.2095 5.0626 1.4733  0.000
H2 0.5471 3.5976 2.4640  0.000
H3 -1.6471 -0.2032 -5.1666  0.000
H4 -3.9561 -1.8274 4.8515  0.000
H5 0.0726 -0.9099 3.7368  0.001
H6 4.7461 -2.0667 1.5044  0.000
H7 1.2892 3.6562 0.8285  0.000
H8 -1.8489 -2.6542 -5.2381  0.000
H9 -1.6673 2.9126 -1.4857  0.000
H10 -4.6187 -1.0779 -0.8072  0.000
H11 6.9584 -1.5140 0.4704  0.000
H12 7.3296 0.7160 -0.4418  0.000
H13 -0.8642 4.5294 -1.2057  0.000
H14 -1.5269 -1.7050 5.4874  0.000
H15 5.4959 2.3619 -0.6308  0.000
H16 0.2441 -1.0065 -3.8580  0.000
H17 -3.4148 -1.9693 -4.8246  0.000
H18 0.1170 3.0942 -1.3454  0.000
H19 -4.6273 -1.6250 2.4881  0.000
H20 -3.6936 -2.5471 -1.1057  0.000
H21 -4.7131 -2.2939 0.3894  0.000
H22 -2.6465 -0.1783 -3.6911  0.000
H23 -2.4614 -2.7701 -3.6806  0.000

## Properties
Spin multiplicity: 2
Expectation value of S²: 0.75
M (u): 493.4
Energy above the lowest of the compared OMol25 structures with the same formula, charge and spin (kcal/mol): 0.00
Charge: +1
E (eV): -79489.1693
Highest occupied orbital energy (spin up / spin down) (eV): -10.876 / -10.877



[4]
Formula: C20H23NO2
Source: the OMol25 dataset
Level of theory: ωB97M-V/def2-TZVPD

Last column: Mulliken charge in e.
Geometry (Å):
O1 -5.5295 0.1762 -0.4384  -0.430
O2 -0.9746 -1.8518 -1.5178  -0.674
N1 0.3620 -0.9793 0.0697  0.205
C1 3.1812 -1.0404 1.2864  -1.164
C2 2.7807 -0.5069 -0.1021  2.451
C3 -0.8490 -1.2304 -0.4775  0.161
C4 -5.6413 -0.1547 -1.8030  -0.805
C5 1.5803 -1.3072 -0.6413  -1.585
C6 4.0276 -0.7851 -0.9836  -1.241
C7 -3.1971 -0.5242 -0.4391  -0.161
C8 2.3735 0.9526 -0.1158  -0.308
C9 1.9722 1.6227 1.0346  -0.005
C10 2.3077 1.6340 -1.3279  -0.373
C11 4.1416 -2.1863 0.9897  -0.759
C12 4.9989 -1.6189 -0.1367  -0.755
C13 1.5419 2.9381 0.9791  -0.923
C14 -2.0193 -0.6976 0.2822  -0.010
C15 1.4972 3.6070 -0.2298  -0.425
C16 1.8807 2.9474 -1.3851  -0.912
C17 -1.9851 -0.3945 1.6375  -0.613
C18 -4.3370 -0.0307 0.1799  0.770
C19 -4.2878 0.2862 1.5393  -0.597
C20 -3.1244 0.0962 2.2552  -0.682
H1 -6.6702 0.0728 -2.0772  0.225
H2 4.7301 -2.4709 1.8609  0.448
H3 4.4970 0.1472 -1.2948  0.433
H4 1.7690 -2.3822 -0.5491  0.372
H5 1.8416 3.4566 -2.3369  0.389
H6 2.3214 -1.3625 1.8728  0.253
H7 1.9960 1.1274 1.9943  0.443
H8 1.2367 3.4379 1.8870  0.401
H9 -3.1797 -0.7935 -1.4833  0.553
H10 -3.1041 0.3304 3.3092  0.386
H11 3.5941 -3.0647 0.6461  0.299
H12 1.1613 4.6323 -0.2730  0.398
H13 3.7185 -0.2672 1.8381  0.537
H14 -5.1789 0.6699 2.0102  0.440
H15 5.7735 -0.9766 0.2848  0.310
H16 0.4361 -0.3090 0.8177  0.138
H17 2.5885 1.1300 -2.2406  0.393
H18 1.4201 -1.0928 -1.7042  0.442
H19 -1.0952 -0.5627 2.2253  0.542
H20 -4.9611 0.4434 -2.4174  0.331
H21 -5.4452 -1.2173 -1.9749  0.341
H22 5.4872 -2.3968 -0.7214  0.353
H23 3.7377 -1.3304 -1.8815  0.407

## Properties
Spin multiplicity: 1
Structure (SMILES): COc1cccc(C(=O)NCC2(c3ccccc3)CCCC2)c1
M (u): 309.4
Energy above the lowest of the compared OMol25 structures with the same formula, charge and spin (kcal/mol): 8.93
E (eV): -26699.0561
Highest occupied orbital energy (eV): -8.621